(1)
{
  "formula": "C15H36N3O11S3",
  "method": "ωB97M-V/def2-TZVPD",
  "elements": ["S", "S", "S", "O", "O", "O", "O", "O", "O", "O", "O", "O", "O", "O", "N", "N", "N", "C", "C", "C", "C", "C", "C", "C", "C", "C", "C", "C", "C", "C", "C", "C", "H", "H", "H", "H", "H", "H", "H", "H", "H", "H", "H", "H", "H", "H", "H", "H", "H", "H", "H", "H", "H", "H", "H", "H", "H", "H", "H", "H", "H", "H", "H", "H", "H", "H", "H", "H"],
  "xyz": [[-0.5354, -3.9658, 2.5874], [4.1722, 7.5662, -1.3484], [-1.1095, -5.7414, -2.7761], [0.8569, -4.0085, 2.2458], [4.4762, 7.9769, -0.0084], [2.5876, 7.4888, -1.5236], [-1.4851, -4.3845, -3.0331], [-1.5622, -6.4421, -1.6086], [-2.4930, 4.1591, -0.9386], [-1.4405, -6.6253, -4.0762], [-0.8122, -5.0036, 3.7860], [-1.0433, 5.3267, 0.2225], [-1.2023, -2.7324, 2.8844], [4.7691, 6.3985, -1.9308], [-1.9291, 2.0909, 1.0922], [0.2521, 3.2316, 1.2431], [-0.3882, 2.1338, -0.8578], [1.5776, 0.5997, -0.2078], [-0.5098, -3.6835, 5.8208], [-1.1399, 1.3876, 3.3090], [-1.5234, 4.1787, -0.1514], [4.4410, 8.9439, -2.4215], [-1.4574, -4.8074, 1.3411], [-3.6615, -5.8809, -4.7779], [1.8873, 6.3309, -1.0118], [-0.8542, 2.8092, 0.3605], [-1.8583, 2.2614, 2.5163], [0.0644, 0.7511, -0.6384], [0.6492, -5.8550, -2.8665], [-0.0481, -4.8664, 4.9894], [-2.7981, -7.0310, -4.2936], [1.7711, 6.3552, 0.4952], [0.9446, 3.5901, 0.5757], [1.0181, -4.7958, 4.7597], [-4.6627, -6.2315, -5.0344], [0.8864, 6.3529, -1.4434], [-2.8477, 2.4345, 0.7923], [-3.7621, -5.1127, -4.0106], [2.7516, 6.2674, 0.9713], [-2.4781, -4.9480, 1.6906], [-0.0325, 0.2268, -1.6314], [1.1517, 5.5300, 0.8434], [1.6721, -0.3170, 0.4359], [0.0142, -3.6566, 6.7781], [2.1955, 0.3823, -1.1258], [-3.2120, -7.4822, -3.3883], [-1.1031, 2.1711, -1.5882], [1.3326, 7.2959, 0.8318], [2.3686, 5.4123, -1.3572], [-0.9822, -5.7619, 1.1299], [-3.2137, -5.4063, -5.6527], [4.1841, 8.6579, -3.4385], [3.8297, 9.7779, -2.0832], [0.9753, -5.4995, -3.8417], [-2.4023, 3.1207, 2.9891], [-1.4553, -4.1813, 0.4499], [5.4957, 9.2083, -2.3597], [-0.1948, -5.7847, 5.5601], [-1.2151, 0.2791, 3.2132], [0.6940, 2.4160, 1.6768], [-0.4079, 1.8228, 4.0366], [2.0262, 1.5044, 0.2558], [0.9478, -6.8883, -2.7067], [-0.3173, -2.7412, 5.3071], [-2.7739, -7.8079, -5.0587], [1.0598, -5.2186, -2.0835], [-1.5846, -3.7380, 6.0027], [-0.5560, 0.1591, 0.0806]],
  "lowdin_charge": [0.585, 0.571, 0.581, -0.280, -0.288, -0.268, -0.268, -0.283, -0.075, -0.265, -0.267, -0.108, -0.275, -0.287, 0.035, 0.087, 0.001, -0.110, -0.076, -0.039, -0.611, -0.135, -0.125, -0.076, -0.241, -0.479, -0.223, -0.275, -0.117, -0.267, -0.263, -0.086, 0.069, 0.114, 0.080, 0.121, 0.108, 0.071, 0.067, 0.078, 0.105, 0.036, 0.065, 0.079, 0.060, 0.115, 0.105, 0.089, 0.116, 0.067, 0.086, 0.069, 0.071, 0.076, 0.110, 0.075, 0.069, 0.118, 0.036, 0.053, 0.048, 0.049, 0.073, 0.071, 0.120, 0.080, 0.085, 0.093],
  "orbital_gap_ev": 5.93,
  "homo_ev": -4.16,
  "multiplicity": 1,
  "total_charge": -1
}

=====

(2)
{
  "formula": "C35H52AsP3SeYb",
  "method": "ωB97M-V/def2-TZVPD",
  "elements": ["Yb", "Se", "As", "P", "P", "P", "C", "C", "C", "C", "C", "C", "C", "C", "C", "C", "C", "C", "C", "C", "C", "C", "C", "C", "C", "C", "C", "C", "C", "C", "C", "C", "C", "C", "C", "C", "C", "C", "C", "C", "C", "H", "H", "H", "H", "H", "H", "H", "H", "H", "H", "H", "H", "H", "H", "H", "H", "H", "H", "H", "H", "H", "H", "H", "H", "H", "H", "H", "H", "H", "H", "H", "H", "H", "H", "H", "H", "H", "H", "H", "H", "H", "H", "H", "H", "H", "H", "H", "H", "H", "H", "H", "H"],
  "xyz": [[-0.7793, -1.3447, -0.7982], [-2.4162, 0.5810, 0.4099], [1.0784, 0.2843, 1.6149], [2.0422, -0.4461, -2.7208], [-0.2331, 2.9707, -0.7991], [-1.7645, 0.8563, -2.7485], [-4.1660, -6.1414, -0.6439], [2.2653, -1.4251, -4.2076], [-0.9706, 0.0850, 3.6929], [0.8418, -0.3668, 5.7816], [-3.8773, -3.0401, -0.6205], [2.3025, 1.7449, 2.1545], [-3.2073, -2.1786, 0.2215], [1.8996, -2.4947, 1.7444], [4.0578, 3.8234, 2.8523], [2.5967, 1.2299, -3.0606], [-1.6938, 3.7725, 0.0061], [-1.1161, 1.2788, -4.4327], [4.2743, 3.0888, 1.6883], [1.0190, 3.9066, 0.1605], [2.7867, -3.5688, 1.8326], [-2.5002, -0.7872, -3.1583], [1.3100, -0.1980, 4.4770], [4.6244, -2.0317, 2.1417], [3.4031, 2.0595, 1.3309], [2.9307, 3.5704, 3.6320], [-5.8097, -1.5845, -0.6687], [-0.5310, -0.3133, 6.0401], [-4.9926, -0.5780, -0.1549], [-0.1197, 3.9461, -2.3475], [-3.3082, 1.8496, -2.8116], [3.0303, -1.1458, -1.4109], [-1.4350, -0.0814, 4.9960], [-5.2180, -2.8101, -0.9594], [2.3839, -1.1799, 1.8206], [2.0361, 2.5619, 3.2616], [-2.9298, -6.0424, -1.1433], [4.1524, -3.3361, 2.0255], [3.7393, -0.9567, 2.0626], [-3.6629, -0.8421, 0.2417], [0.4035, 0.0292, 3.4413], [-0.8941, -0.4576, 7.0612], [-5.0315, -6.5106, -1.1851], [2.3949, -4.5826, 1.7548], [-5.3428, 0.4481, -0.0962], [2.3790, -0.2314, 4.2727], [3.6120, 1.1648, -3.4645], [-1.5210, 4.8528, 0.0486], [-5.8106, -3.5991, -1.4191], [1.0011, 3.5391, 1.1863], [5.6824, -1.8309, 2.3008], [0.7535, 3.6062, -2.9209], [2.2983, -2.4864, -3.9369], [-1.0259, 3.8409, -2.9546], [-0.2796, 0.6235, -4.7063], [4.1377, 0.0461, 2.2036], [3.9754, -1.5269, -1.8356], [2.7288, 4.1353, 4.5383], [2.0185, 3.7016, -0.2328], [-1.6698, 0.2553, 2.8671], [-2.5063, -0.0260, 5.1982], [-3.9385, 1.6421, -1.9333], [-2.3283, -2.5328, 0.7798], [0.6053, -0.4063, -2.5221], [0.8050, 4.9815, 0.1337], [-3.3570, -3.9403, -0.9310], [-3.0899, 2.9294, -2.8428], [-2.6156, 3.5586, -0.5444], [-1.7963, 3.3812, 1.0277], [5.1219, 3.3148, 1.0394], [-2.0729, -5.7769, -0.5132], [3.6052, 1.4776, 0.4314], [1.9884, 1.7326, -3.8222], [4.8428, -4.1754, 2.0976], [-6.8737, -1.4256, -0.8901], [-3.1823, -0.6020, -3.9953], [2.5341, -2.0070, -0.9407], [-4.3655, -5.8308, 0.3896], [-0.7667, 2.3169, -4.4691], [0.0224, 4.9960, -2.0661], [4.7502, 4.6137, 3.1415], [-3.8541, 1.5762, -3.7316], [1.4141, -1.2349, -4.8765], [-3.0928, -1.2240, -2.3412], [3.2968, -0.4354, -0.6149], [-2.7117, -6.1835, -2.2115], [2.6653, 1.8817, -2.1753], [-1.7498, -1.5122, -3.5056], [3.2021, -1.1440, -4.6993], [0.8240, -2.6754, 1.6608], [1.1459, 2.3882, 3.8661], [-1.9337, 1.1518, -5.1509], [1.5588, -0.5432, 6.5856]],
  "mulliken_spin": [0.018, 0.654, 0.002, 0.000, -0.012, 0.095, 0.002, 0.000, 0.012, -0.001, -0.012, 0.003, 0.026, 0.000, 0.001, 0.001, 0.003, 0.041, -0.001, 0.000, 0.000, -0.020, -0.001, 0.000, 0.000, 0.000, -0.035, 0.002, 0.100, 0.000, 0.012, 0.002, 0.018, 0.107, 0.005, 0.000, -0.001, 0.000, -0.001, -0.026, -0.002, 0.001, 0.000, 0.000, 0.003, 0.000, 0.000, 0.000, 0.003, 0.001, 0.000, 0.000, 0.000, 0.001, -0.004, 0.000, 0.000, 0.000, 0.000, 0.000, 0.000, -0.010, 0.001, 0.003, -0.001, -0.001, 0.001, 0.000, 0.001, 0.000, 0.000, 0.000, 0.000, 0.000, 0.001, 0.000, 0.000, -0.001, -0.002, 0.000, 0.000, 0.000, 0.000, 0.011, 0.000, 0.000, 0.000, 0.000, 0.000, 0.000, 0.000, 0.002, 0.000],
  "orbital_gap_ev": [6.17, 4.67],
  "de_lowest_kj_mol": 0.0,
  "homo_ev": [-15.46, -15.42],
  "s_squared": 0.769,
  "multiplicity": 2,
  "total_charge": 3
}

=====

(3)
{
  "formula": "C10H17N3O4",
  "method": "ωB97M-V/def2-TZVPD",
  "elements": ["O", "O", "O", "O", "N", "N", "N", "C", "C", "C", "C", "C", "C", "C", "C", "C", "C", "H", "H", "H", "H", "H", "H", "H", "H", "H", "H", "H", "H", "H", "H", "H", "H", "H"],
  "xyz": [[3.3954, -1.3191, -0.2256], [-0.5784, -0.7549, 2.0073], [-3.9596, -1.4504, -0.7302], [-1.7312, -1.8488, -0.3841], [-1.2628, 0.5876, 0.4379], [5.1864, 0.1154, -0.5841], [1.2039, -0.6275, -1.0879], [-2.8895, -1.1685, -0.2255], [1.8268, 0.9004, 0.9536], [-2.5203, 1.8745, -1.0426], [3.9130, -0.2208, -0.2182], [3.1115, 1.1629, 0.1034], [-2.5863, 0.1274, 0.4900], [-0.2368, -0.0793, 1.0941], [-1.1784, 1.7150, -0.3676], [-3.5167, 1.2494, -0.0313], [1.0281, -0.3703, 0.3850], [2.1074, -1.2041, -1.0834], [2.0094, 0.6895, 2.0711], [-1.0123, 2.7219, 0.0874], [0.5259, -1.3212, -1.1484], [1.2308, 1.9143, 0.9747], [-2.6252, 2.9485, -1.2157], [-0.3246, 1.5190, -1.0346], [5.7057, -0.6268, -0.8694], [1.5655, -1.2342, 0.9498], [3.7602, 1.9617, 0.5458], [-2.8737, -0.2443, 1.4173], [2.7761, 1.6411, -0.7531], [-2.6921, 1.5356, -2.0852], [-4.5062, 1.0281, -0.4035], [5.1719, 0.9209, -1.2099], [-3.5240, 1.8630, 0.8037], [-1.9041, -2.7999, -0.5919]],
  "lowdin_charge": [0.026, 0.124, 0.110, 0.106, -0.014, 0.162, 0.072, -0.437, -0.136, -0.147, -0.434, -0.095, -0.220, -0.468, -0.192, -0.059, -0.278, 0.059, 0.139, 0.129, 0.022, 0.131, 0.103, 0.123, 0.062, 0.165, 0.118, 0.142, 0.073, 0.124, 0.120, 0.121, 0.093, 0.156],
  "orbital_gap_ev": 9.22,
  "de_lowest_kj_mol": 389.2,
  "homo_ev": -8.62,
  "multiplicity": 1,
  "smiles": "NC(=O)CC[C@H](N)C(=O)N1CCC[C@H]1C(=O)O"
}

=====

(4)
{
  "formula": "C4H7NO",
  "method": "ωB97M-V/def2-TZVPD",
  "elements": ["O", "N", "C", "C", "C", "C", "H", "H", "H", "H", "H", "H", "H"],
  "xyz": [[1.0074, 0.7825, 1.6691], [-0.0713, 1.6426, 1.2803], [-0.3358, -0.9583, -0.9190], [0.6544, 0.2199, -0.8239], [-0.7262, -0.7694, 0.5607], [0.2004, 0.4312, 0.6101], [0.3272, 2.4549, 0.8001], [-1.7685, -0.5264, 0.7501], [0.1270, -1.9155, -1.1437], [0.4536, 1.0571, -1.4906], [-0.4172, -1.5741, 1.2232], [-1.1542, -0.7857, -1.6133], [1.7032, -0.0587, -0.9033]],
  "lowdin_charge": [-0.003, 0.096, -0.153, -0.080, -0.077, -0.547, 0.108, 0.113, 0.101, 0.110, 0.116, 0.102, 0.115],
  "orbital_gap_ev": 10.78,
  "de_lowest_kj_mol": 358.3,
  "homo_ev": -9.65,
  "multiplicity": 1,
  "smiles": "C1CC2(C1)NO2"
}

=====

Number 1: total energy -2779.5443 Eh. Number 2: total energy -8183.7624 Eh. Number 3: total energy -856.4033 Eh. Number 4: total energy -286.4952 Eh.